Entry 1:
Density functional theory data (ωB97M-V/def2-TZVPD) for a structure of composition C26H24Cl2N6O3S2Ti.

Results
HOMO energy (alpha / beta)	0.5 / -0.8	eV
energy relative to the best compared isomer or geometry (same formula, charge and spin)	55.1	kcal/mol
net charge	-2
2S+1	3
strongest force on any atom	0.5	eV/Å

Last column: Löwdin spin population.
Element x y z (Å)
1 H 3.207 3.032 -0.972  0.01
2 Cl -0.278 -2.104 -6.681  0.00
3 H 0.874 2.707 -4.555  0.01
4 N -2.805 -0.986 1.877  0.00
5 C 1.382 -2.531 -0.648  0.15
6 N -3.677 -3.108 1.625  0.00
7 C 0.644 -2.958 0.466  0.09
8 H 2.597 -4.264 -1.000  0.01
9 H 0.652 -2.000 -4.504  0.00
10 C 1.601 1.271 0.466  0.25
11 H 3.480 -2.877 -0.361  0.01
12 H -2.859 1.409 2.571  0.00
13 C -2.001 4.753 0.418  0.00
14 C -2.692 -2.184 1.147  0.01
15 N -2.197 -0.004 1.243  0.00
16 N 0.681 0.417 1.003  0.13
17 O -2.119 0.929 -1.164  0.01
18 H -3.426 -4.037 1.312  0.00
19 H 3.364 1.265 4.507  0.00
20 H 0.528 -4.129 2.237  0.00
21 C 0.583 -0.678 4.555  0.00
22 C -0.140 -1.466 -5.012  0.00
23 C 0.393 1.122 -1.560  0.08
24 H -0.674 1.140 -3.407  0.00
25 H -2.101 5.413 -1.626  0.00
26 C 2.144 2.947 -2.830  0.00
27 O 1.560 -1.192 -2.470  0.03
28 C 1.728 -0.043 5.033  0.03
29 C -2.102 2.143 -0.659  0.00
30 O -1.365 -2.841 1.477  0.04
31 C -2.322 1.221 1.642  0.00
32 C 0.924 0.208 2.339  0.00
33 Ti -0.790 -0.391 -0.407  0.21
34 H -3.662 -3.075 2.640  0.00
35 H -0.743 -1.045 2.923  0.00
36 C 2.371 2.599 -1.512  0.09
37 C 1.503 1.685 -0.870  0.05
38 H 2.813 3.646 -3.322  0.00
39 C 1.057 2.417 -3.526  0.12
40 S 2.845 1.797 1.590  0.10
41 H 2.028 -0.150 6.069  0.00
42 N 0.822 -1.523 -1.317  0.18
43 H 1.997 -4.405 1.282  0.00
44 N -0.414 -2.214 0.711  0.23
45 C -2.094 4.559 -0.956  0.00
46 H 2.963 -2.884 -2.048  0.00
47 C 0.924 -4.217 1.227  0.01
48 C 2.477 0.744 4.164  0.00
49 Cl -1.623 -1.662 -4.093  0.00
50 H -0.018 -1.278 5.230  0.00
51 H -1.934 5.752 0.833  0.00
52 H -1.969 3.778 2.329  0.00
53 H 0.089 -0.410 -5.089  0.00
54 C 0.170 -0.560 3.237  0.03
55 C 2.069 0.861 2.849  0.02
56 S -2.728 -2.013 -0.679  0.03
57 H -2.211 3.119 -2.550  0.00
58 C -2.067 2.344 0.753  0.00
59 C 0.195 1.521 -2.873  0.01
60 C 2.677 -3.176 -1.043  0.03
61 C -2.157 3.279 -1.480  0.00
62 H 0.448 -5.083 0.756  0.00
63 H 1.380 -0.235 -2.551  0.00
64 C -2.003 3.645 1.252  0.00



Entry 2:
Density functional theory data (ωB97M-V/def2-TZVPD) for a structure of composition C26H24Cl3N3O5SiTc at a distorted geometry.

Results
HOMO energy (alpha / beta)	-8.0 / -8.0	eV
energy relative to the best compared isomer or geometry (same formula, charge and spin)	20.9	kcal/mol
2S+1	2
strongest force on any atom	2.2	eV/Å

Last column: Löwdin spin population.
Element x y z (Å)
1 H -6.349 -1.248 1.910  0.00
2 H 1.416 1.414 3.711  0.00
3 C -3.583 -1.879 0.059  0.00
4 C -5.240 -3.583 -0.285  0.00
5 C -5.689 -1.755 1.216  0.00
6 O -1.565 -1.999 2.959  0.02
7 H -2.096 3.489 3.051  0.00
8 C -1.998 2.804 2.198  0.00
9 C -6.094 -2.929 0.598  0.00
10 C -3.985 -3.060 -0.557  0.00
11 C 0.800 3.617 1.360  -0.01
12 O -1.143 -4.249 4.298  0.00
13 C 3.862 1.218 -2.881  0.00
14 Si -0.233 2.226 2.058  0.00
15 H -5.553 -4.504 -0.760  0.00
16 H 3.059 -5.749 4.243  0.00
17 C -2.253 -1.289 -0.207  0.00
18 C 0.460 -1.187 -2.151  0.01
19 H 2.279 -1.992 2.338  0.00
20 H 1.867 3.437 1.542  0.00
21 O 1.042 1.217 -0.629  -0.01
22 C 0.409 1.838 3.759  0.01
23 C 2.840 -3.851 3.251  0.00
24 C -4.432 -1.232 0.950  0.00
25 H 0.443 2.760 4.354  0.00
26 H 4.336 -0.222 -4.423  0.00
27 C 2.370 -4.963 3.954  0.00
28 C -0.360 -1.898 2.790  0.01
29 N 2.548 0.339 1.401  0.00
30 H 2.340 -1.607 -3.961  0.00
31 H -2.314 3.332 1.292  0.00
32 H 4.732 1.835 -3.078  0.00
33 H -0.237 1.115 4.269  0.00
34 C 2.534 -0.711 -3.377  0.00
35 C 3.648 0.642 1.452  0.00
36 C 1.633 -0.367 -2.358  0.00
37 C 3.644 0.060 -3.637  0.00
38 N -1.511 -1.752 -1.166  0.01
39 C 1.945 -2.863 2.888  0.00
40 H -1.635 -3.467 3.946  0.00
41 H -7.074 -3.342 0.810  0.00
42 C 0.590 -2.954 3.214  0.00
43 H -4.092 -0.327 1.437  0.00
44 C 2.978 1.587 -1.888  0.00
45 Cl 5.383 2.504 0.738  0.00
46 Cl 5.492 1.107 3.264  0.00
47 C 1.858 0.800 -1.617  0.01
48 Cl 6.001 -0.317 0.791  0.00
49 Tc -0.016 0.229 0.589  0.87
50 H 3.888 -3.765 2.991  0.00
51 H -2.674 1.956 2.355  0.00
52 H 0.207 -1.960 -2.878  0.00
53 C 0.130 -4.082 3.927  0.00
54 C 1.037 -5.080 4.288  0.00
55 N -0.325 -1.021 -1.160  0.02
56 C 5.082 0.978 1.555  0.00
57 H 0.653 3.723 0.281  0.00
58 O 0.169 -0.861 2.163  0.08
59 H 0.524 4.563 1.844  0.00
60 H 3.120 2.490 -1.301  0.00
61 H 0.662 -5.941 4.832  0.00
62 H -3.309 -3.557 -1.241  0.00
63 O -1.922 -0.272 0.568  0.00



Entry 3:
Density functional theory data (ωB97M-V/def2-TZVPD) for a structure of composition C26H24Cl4N2O7Rh.

Results
HOMO energy	-4.4	eV
energy relative to the best compared isomer or geometry (same formula, charge and spin)	0.0	kcal/mol
net charge	-1
2S+1	1
strongest force on any atom	0.1	eV/Å

Last column: Löwdin charge in e.
Element x y z (Å)
1 C 0.382 1.957 -2.897  -0.08
2 C 4.510 1.577 2.109  -0.10
3 C 0.266 -0.368 4.453  -0.06
4 O -1.416 -1.573 0.906  -0.20
5 O -1.575 4.149 3.631  0.01
6 C -2.879 -0.787 -2.869  -0.72
7 C 0.553 -0.148 -4.065  -0.22
8 C -2.159 -0.014 -0.686  -0.36
9 H -2.250 0.144 4.849  0.12
10 C 3.656 0.574 -0.372  -0.20
11 Cl -3.568 -0.434 -4.420  0.64
12 H -0.142 2.888 -2.720  0.10
13 H 6.458 1.695 1.204  0.09
14 Cl -3.173 1.868 -2.295  0.70
15 C 1.660 -0.491 -3.283  -0.17
16 H -5.221 0.329 2.744  0.10
17 H 0.795 -1.423 -5.793  0.08
18 H 5.687 0.868 -0.980  0.10
19 C 1.345 0.095 0.628  -0.54
20 Cl -2.756 -3.376 -3.665  0.63
21 H -0.408 -1.996 -4.641  0.05
22 H -3.941 1.281 3.577  0.08
23 C -2.070 -0.860 4.452  -0.18
24 H 2.463 1.316 2.696  0.10
25 C 1.506 1.648 -2.156  -0.02
26 H 1.129 -0.446 3.799  0.09
27 H -1.987 -1.577 5.275  0.13
28 Cl -1.578 -3.965 -0.795  0.67
29 H 2.555 -2.194 -2.370  0.08
30 O -3.304 -0.346 2.431  -0.30
31 H 0.103 0.676 4.724  0.09
32 H 0.399 -0.991 5.341  0.09
33 C -0.079 1.074 -3.861  -0.08
34 H 3.222 -1.840 -3.972  0.08
35 C -1.492 3.008 3.285  -0.50
36 Rh -1.321 0.155 1.875  1.28
37 O -0.851 -0.857 3.707  -0.29
38 H -0.781 -0.626 -5.675  0.06
39 H -0.961 1.318 -4.442  0.09
40 C 0.014 -1.099 -5.101  -0.06
41 H 4.086 -0.218 -2.187  0.13
42 O 0.570 0.628 1.529  -0.16
43 N -1.420 1.861 3.006  0.02
44 C -3.165 -1.288 3.499  -0.15
45 H -4.117 -1.393 4.024  0.13
46 H 4.823 1.981 3.063  0.09
47 N 3.313 0.107 -1.631  0.09
48 C 3.191 1.206 1.904  -0.03
49 O -1.974 0.949 0.214  -0.20
50 C -2.003 -2.353 -1.263  -0.61
51 C -4.210 0.735 2.673  -0.06
52 C 2.303 -1.848 -3.373  -0.03
53 C -1.835 -1.345 -0.324  -0.38
54 C -2.696 0.242 -1.938  -0.62
55 C 2.145 0.429 -2.352  -0.22
56 H -4.120 1.397 1.816  0.10
57 C 4.990 0.943 -0.153  -0.04
58 H 1.631 -2.576 -3.822  0.07
59 C 5.418 1.420 1.071  -0.11
60 H 1.881 2.337 -1.409  0.12
61 H -2.893 -2.228 3.020  0.14
62 O 1.070 -0.787 -0.158  0.10
63 C 2.747 0.671 0.696  -0.06
64 C -2.525 -2.082 -2.534  -0.72